#1
Here is C5H8N2 as an isolated structure from the OMol25 dataset. Energies are from the ωB97M-V functional and the def2-TZVPD basis.

Each line ends with the Löwdin charge.
Atoms and positions in Å:
N -1.99976 2.06230 -0.44318  0.147
N 1.14704 -1.51693 -0.11471  0.055
C -0.26214 0.25678 -1.32647  -0.053
C -1.25394 1.12231 -0.61756  -0.297
C -0.83644 -0.11073 0.92900  -0.055
C 0.29893 -0.34058 -0.04153  -0.544
C 1.72296 -0.24498 0.33642  -0.112
H 1.95509 -0.11839 1.39291  0.106
H -1.56427 -0.93057 0.92956  0.078
H 2.44717 0.19637 -0.34601  0.103
H -0.78256 -0.49662 -1.92879  0.131
H -1.71785 1.27574 0.56109  0.144
H -0.54126 0.14472 1.95328  0.076
H 0.42266 0.82472 -1.96431  0.126
H 0.96438 -2.12413 0.68030  0.095

***

#2
Here is the molecule C5H8N2 from the OMol25 dataset. Energies are from the ωB97M-V functional and the def2-TZVPD basis.

Each line ends with the Löwdin charge.
Atoms and positions in Å:
N -0.11856 0.21600 0.84132  0.106
N -0.75454 0.71881 -0.23188  -0.222
C -0.40685 0.07724 -1.36447  -0.096
C -1.62986 1.86907 -0.10473  -0.027
C 0.45648 -0.94059 -1.02343  -0.039
C 0.62774 -0.77961 0.38014  -0.362
C 1.63799 -1.46546 1.25954  -0.049
H 1.22312 -2.22683 1.93118  0.072
H -0.73786 0.44605 -2.33399  0.120
H -2.68415 1.60992 0.07110  0.087
H 2.39303 -1.94641 0.62871  0.071
H 0.70761 -1.79916 -1.63109  0.096
H -1.28127 2.47973 0.72946  0.085
H 2.14816 -0.71580 1.87387  0.074
H -1.58103 2.45704 -1.02572  0.084

* SMILES: Cc1ccn(C)n1

***

#3
Here is the molecule C5H8N2 from the OMol25 dataset. Energies are from the ωB97M-V functional and the def2-TZVPD basis.

Each line ends with the Löwdin charge.
Atoms and positions in Å:
N 2.45939 -2.04041 -0.47481  0.145
N 0.34852 0.38316 0.61255  -0.089
C -0.58280 1.38832 0.11872  -0.101
C 1.69278 0.41528 0.06260  -0.195
C 2.14412 -0.95792 -0.21949  -0.201
C -1.72210 -0.98852 0.23914  -0.051
C -0.69861 -0.02846 -0.30800  -0.348
H -0.37624 -0.22949 -1.33301  0.141
H -2.59415 -1.05486 -0.41918  0.076
H 1.77032 0.98829 -0.87734  0.123
H -0.21854 2.10821 -0.61579  0.107
H 2.37424 0.87281 0.78759  0.125
H -1.26191 1.79927 0.86247  0.108
H -1.28088 -1.98651 0.33301  0.079
H -2.05414 -0.66918 1.23154  0.080

* SMILES: C[C@H]1CN1CC#N

***

Least stable of them? #1.

***

#1
Here is the molecule C5H8N2 from the OMol25 dataset. Energies are from the ωB97M-V functional and the def2-TZVPD basis.

Each line ends with the Löwdin charge.
Atoms and positions in Å:
N -2.44868 -1.55683 -1.47243  0.139
N 0.04449 1.19058 1.15927  0.049
C -1.70307 -0.68622 -1.31072  -0.219
C -0.77366 0.42593 -1.07869  -0.113
C 0.16848 0.18491 0.10515  -0.530
C 1.54132 -0.33390 -0.26076  -0.029
C -0.41173 -0.17567 1.41737  -0.116
H -1.35695 1.32970 -0.88040  0.127
H 1.47484 -1.28933 -0.79304  0.090
H -0.20469 0.59727 -1.99973  0.121
H 0.18229 -0.81497 2.06764  0.111
H 0.94260 1.35936 1.60733  0.094
H 2.06802 0.37847 -0.90764  0.085
H 2.15136 -0.49246 0.63537  0.083
H -1.48807 -0.29751 1.52490  0.108

* SMILES: C[C@@]1(CC#N)CN1

***

#2
Here is a 2-piece molecular cluster, C5H8N2 overall from the OMol25 dataset. Energies are from the ωB97M-V functional and the def2-TZVPD basis.

Each line ends with the Löwdin charge.
Atoms and positions in Å:
N 1.34375 1.95770 0.39486  0.167
N 0.23820 -1.08631 -0.54860  0.160
C -0.99205 -0.42398 -0.92245  -0.344
C 0.81478 1.28015 -0.38608  -0.213
C 1.94944 -0.56337 1.44096  0.099
C 0.30403 0.21979 -1.23813  -0.283
C -2.00343 0.12538 0.05807  -0.043
H -2.52238 -0.70176 0.55301  0.081
H 1.80804 -0.52658 0.38967  -0.070
H -1.46617 -0.87837 -1.80323  0.145
H -2.75422 0.72651 -0.46893  0.084
H -1.52970 0.74987 0.82058  0.076
H 0.67506 0.25989 -2.26439  0.143
H 1.40119 0.06451 2.13240  -0.002
H 2.73347 -1.20342 1.84225  0.000

***

#3
Here is the molecule C5H8N2 from the OMol25 dataset. Energies are from the ωB97M-V functional and the def2-TZVPD basis.

Each line ends with the Löwdin charge.
Atoms and positions in Å:
N -1.45927 -0.01137 0.08575  -0.021
N 0.65644 -0.52920 0.97046  0.084
C 2.73935 0.20182 -0.37464  -0.034
C -2.88407 -0.23206 0.08120  -0.150
C 1.13175 0.76069 -1.16982  0.115
C 1.08798 0.14918 -0.01267  -0.430
C -0.74796 -0.61243 0.94644  -0.251
H 1.15720 1.83903 -1.28780  0.080
H 3.10476 0.48514 0.61564  0.098
H -3.15241 -0.76889 -0.83647  0.075
H 3.18772 0.87572 -1.10825  0.085
H 2.99431 -0.82214 -0.63898  0.092
H -3.40323 0.73202 0.05172  0.070
H -1.15757 -1.25804 1.73436  0.117
H -3.25501 -0.80949 0.94308  0.069

***

Least stable of them? #2.

***

#1
Here is the molecule C5H8N2 from the OMol25 dataset. Energies are from the ωB97M-V functional and the def2-TZVPD basis.

Each line ends with the Löwdin charge.
Atoms and positions in Å:
N 0.05415 -2.45742 -0.92822  0.039
N -1.51415 -0.06635 2.29114  0.144
C 0.90402 -0.20858 -0.56274  -0.128
C 0.76403 1.21451 -0.08955  -0.216
C -1.11087 0.67244 1.49730  -0.249
C -0.08796 -1.09958 -0.63763  -0.233
C -0.61873 1.59610 0.46317  -0.191
H 1.50612 1.37995 0.70227  0.113
H -0.69893 -3.01542 -0.54943  0.080
H -0.57916 2.60073 0.89801  0.118
H 1.92222 -0.54521 -0.75930  0.103
H -1.36419 1.62486 -0.33947  0.121
H 1.00551 1.93580 -0.88266  0.110
H 0.94046 -2.82911 -0.61235  0.083
H -1.12252 -0.80273 -0.49053  0.105

* SMILES: N#CCC/C=C/N

***

#2
Here is C5H8N2 as an isolated structure from the OMol25 dataset. Energies are from the ωB97M-V functional and the def2-TZVPD basis.

Each line ends with the Löwdin charge.
Atoms and positions in Å:
N 1.74674 1.29964 1.61203  0.065
N -0.91833 -0.68951 0.33905  0.053
C -0.37097 -0.16646 -0.85503  -0.380
C -0.16305 -0.30710 1.38022  -0.092
C 0.88564 0.52602 0.80281  -0.456
C 0.74203 0.61237 -0.64428  -0.009
C -1.05354 -0.52746 -2.14083  -0.069
H 1.22944 1.96147 2.17869  0.084
H 1.14824 -0.67928 1.01117  0.216
H -0.99987 -1.60402 -2.35276  0.073
H -0.54927 0.00135 -2.95184  0.073
H 2.35878 1.81899 0.99099  0.079
H -0.35910 -0.57797 2.41079  0.137
H -2.11252 -0.23762 -2.14340  0.072
H -1.61561 -1.42024 0.39325  0.154

***

#3
Here is a 2-piece molecular cluster, C5H8N2 overall from the OMol25 dataset. Energies are from the ωB97M-V functional and the def2-TZVPD basis.

Each line ends with the Löwdin charge.
Atoms and positions in Å:
N 0.02232 -0.17634 -1.24429  0.164
N -1.06126 -1.23437 1.68729  0.163
C 1.29536 0.10577 -0.64953  -0.340
C -0.21191 -1.23973 0.88646  -0.201
C 1.54485 1.23212 0.33069  -0.040
C 0.59424 -1.15959 -0.32087  -0.275
C -2.52531 -0.03546 -0.06008  0.074
H 2.13515 -0.05135 -1.33865  0.147
H -1.66243 -0.41455 -0.58973  -0.069
H 1.50144 2.19512 -0.18906  0.081
H -3.52471 -0.14076 -0.48362  -0.003
H 2.54281 1.13233 0.77352  0.083
H 0.94512 -2.12243 -0.69298  0.143
H 0.80585 1.24037 1.13806  0.077
H -2.40151 0.66886 0.75280  -0.005

***

Least stable of them? #3.

***

#1
Here is C3H3NO2 as an isolated structure from the OMol25 dataset. Energies are from the ωB97M-V functional and the def2-TZVPD basis.

Each line ends with the Löwdin charge.
Atoms and positions in Å:
O -0.77065 -1.40221 0.43437  0.004
O 1.97853 -0.78066 0.70069  0.115
N -1.23333 0.92932 -2.11191  0.181
C -0.25189 -0.18483 0.04199  -0.438
C -0.81810 0.39850 -1.17387  -0.145
C 1.24613 0.02237 0.19735  -0.203
H 1.54973 1.03396 -0.12837  0.137
H -0.65578 0.59924 0.93191  0.210
H -1.04462 -0.61569 1.10783  0.140

***

#2
Here is the molecule C3H3NO2 from the OMol25 dataset. Energies are from the ωB97M-V functional and the def2-TZVPD basis.

Each line ends with the Löwdin charge.
Atoms and positions in Å:
O -1.82209 -1.07625 1.24235  0.105
O -1.00540 0.87002 0.36991  0.081
N 0.27587 -0.91139 0.22487  0.121
C 0.91091 0.12150 -0.46674  -0.080
C 0.11731 1.18731 -0.36271  -0.096
C -0.94769 -0.46806 0.68425  -0.528
H 0.17334 2.16454 -0.80800  0.120
H 0.42871 -1.89381 0.06318  0.159
H 1.86905 0.00615 -0.94711  0.118

* SMILES: O=c1[nH]cco1

***

Least stable of them? #1.

***

#1
Here is the molecule C3H3NO2 from the OMol25 dataset. Energies are from the ωB97M-V functional and the def2-TZVPD basis.

Each line ends with the Löwdin charge.
Atoms and positions in Å:
O -2.00765 -0.20522 -0.24495  0.085
O 0.01180 1.46832 -0.50054  0.009
N 2.52880 -0.85042 -0.46430  0.169
C -0.94925 -0.63932 0.13605  -0.164
C 0.26062 0.29748 0.20200  -0.358
C 1.51094 -0.35421 -0.23326  -0.146
H 0.41573 0.48580 1.27987  0.165
H -0.94748 1.47137 -0.67253  0.098
H -0.82352 -1.67380 0.49766  0.142

* SMILES: N#C[C@@H](O)C=O

***

#2
Here is the molecule C3H3NO2 from the OMol25 dataset. Energies are from the ωB97M-V functional and the def2-TZVPD basis.

Each line ends with the Löwdin charge.
Atoms and positions in Å:
O 0.64229 -0.51514 -0.85879  -0.030
O 1.04015 0.58692 1.07082  0.086
N -1.38670 1.52381 -0.14016  0.187
C -0.60083 -0.91232 -0.26756  -0.136
C 1.21698 0.46794 -0.10832  -0.341
C -1.21766 0.39371 0.03818  -0.189
H 1.77692 1.16750 -0.73886  0.155
H -1.21994 -1.35284 -1.04888  0.133
H -0.45589 -1.62420 0.55088  0.134

* SMILES: N#CCOC=O

***

Least stable of them? #2.

***

#1
Here is a 2-piece molecular cluster, C3H3NO2 overall from the OMol25 dataset. Energies are from the ωB97M-V functional and the def2-TZVPD basis.

Each line ends with the Löwdin charge.
Atoms and positions in Å:
O 0.00786 0.77310 -1.75779  0.161
O -2.17809 -0.38991 -0.44983  0.114
N 2.47417 -0.91440 -0.03578  0.191
C -1.05532 -0.66499 -0.13419  -0.203
C 1.46287 -0.50934 -0.42506  -0.129
C 0.13769 -0.03544 -0.88080  -0.378
H -0.79885 -1.36370 0.68623  0.131
H 0.25655 1.37537 1.66518  0.055
H -0.30688 1.72931 1.33205  0.057

* SMILES: N#CC(=O)C=O.[H][H]

***

#2
Here is the molecule C3H3NO2 from the OMol25 dataset. Energies are from the ωB97M-V functional and the def2-TZVPD basis.

Each line ends with the Löwdin charge.
Atoms and positions in Å:
O 0.27357 -2.06708 -0.41278  0.011
O -0.93734 1.31497 0.20967  0.019
N 1.03183 2.84342 0.13243  0.163
C 0.06995 -0.86410 0.20302  -0.142
C 0.11886 2.12777 0.16165  -0.307
C -0.64733 0.10586 -0.36832  -0.129
H -1.13303 -0.00454 -1.33005  0.135
H 0.69014 -2.67353 0.22620  0.114
H 0.53335 -0.78278 1.17817  0.135

* SMILES: N#CO/C=C/O

***

Least stable of them? #1.